# 1
Molecular formula: C16H44AlF3NO18S6
Method: DFT, the ωB97M-V functional and the def2-TZVPD basis

**Kohn-Sham gap**: 1.69 eV
**Multiplicity**: 1
**Energy relative to the best compared isomer or geometry (same formula, charge and spin)**: 0.0 kJ/mol
**HOMO**: -17.41 eV
**Net charge**: +3
**Molecular weight**: 814.89 g mol⁻¹

The geometry in XYZ format:
```
89
Properties=species:S:1:pos:R:3:forces:R:3
N -6.45363 -15.79885 -3.39801 0.013 -0.755 -0.018
H -6.52681 -16.80449 -3.69974 -0.129 0.503 -0.050
H -7.19211 -15.60375 -2.72053 0.123 0.116 0.042
H -6.57707 -15.21257 -4.22705 0.149 0.061 0.089
H -5.53526 -15.65648 -2.97239 -0.087 0.306 -0.053
Al -11.26173 -18.31300 -2.61391 0.830 -1.398 -0.581
C -7.80622 -20.37555 -5.58430 -1.302 -0.275 -0.530
F -7.19573 -20.55163 -6.74651 0.573 -0.185 0.368
F -9.01498 -20.95333 -5.67874 0.215 -0.060 0.141
F -7.15695 -20.91488 -4.57309 0.284 0.216 -0.256
S -8.14802 -18.57765 -5.41129 0.255 0.248 0.483
O -6.90072 -17.96033 -5.01208 0.046 -0.070 -0.089
O -8.65219 -18.19170 -6.70175 -0.086 0.065 -0.214
O -9.20397 -18.45735 -4.40666 -0.653 -0.026 0.144
O -14.29298 -19.76653 -6.45818 -0.609 0.195 0.160
S -12.89737 -19.86204 -6.25072 0.899 -1.082 -1.128
O -12.31288 -19.33430 -5.05174 0.258 0.523 0.624
O -12.46520 -21.41998 -6.26741 0.043 0.230 0.385
C -13.44028 -22.39092 -6.67052 -0.560 0.020 -0.998
C -12.98172 -23.79014 -6.37152 -0.284 0.189 0.963
C -11.99471 -19.29208 -7.68518 -0.310 0.745 1.048
H -13.60540 -22.26719 -7.76290 0.052 -0.015 0.275
H -14.41998 -22.13826 -6.23738 0.228 -0.058 0.148
H -12.51935 -23.80412 -5.37942 0.204 -0.051 -0.215
H -12.30876 -24.22061 -7.11052 -0.010 0.049 -0.032
H -13.87972 -24.40127 -6.26540 0.088 -0.177 -0.372
H -12.69209 -19.15547 -8.50615 0.041 -0.261 -0.083
H -11.14473 -19.93135 -7.88201 -0.015 -0.181 -0.087
H -11.64285 -18.32331 -7.33741 0.163 0.196 -0.341
O -8.28935 -27.81374 -7.17572 -0.228 -0.044 0.044
S -7.05454 -27.36356 -7.75338 -0.129 -0.206 1.461
O -6.38843 -28.12927 -8.72495 0.392 -0.079 -0.778
O -7.44749 -25.93382 -8.41332 0.095 -0.177 -0.349
C -8.42758 -25.14442 -7.79022 -0.117 0.951 -0.090
C -8.19483 -23.68127 -8.16764 0.655 -0.240 0.120
C -5.93153 -26.87867 -6.47836 -0.304 0.229 -0.175
H -8.40545 -25.26445 -6.70624 -0.186 -0.274 0.003
H -9.41106 -25.43213 -8.18383 -0.063 -0.220 0.030
H -9.10706 -23.11331 -8.01029 0.027 0.093 0.014
H -7.81918 -23.55522 -9.18282 -0.319 -0.097 -0.138
H -7.37643 -23.32792 -7.52736 -0.156 0.209 0.078
H -6.38158 -26.05609 -5.91937 0.076 0.147 -0.155
H -5.02667 -26.59258 -7.00665 0.201 0.007 0.304
H -5.79181 -27.67580 -5.75131 0.136 -0.291 -0.306
O -9.82425 -22.99331 -1.64951 0.101 -0.184 0.653
S -10.78377 -22.52192 -2.58256 -0.124 -0.774 -0.555
O -10.93186 -21.11256 -2.75588 -0.262 1.263 -0.466
O -10.39459 -23.14042 -4.00899 -0.293 0.603 0.787
C -9.76250 -24.44347 -3.95881 0.899 -0.103 -1.329
C -8.23908 -24.37523 -3.94860 -0.283 -1.354 0.199
C -12.40896 -23.18767 -2.36885 0.303 0.182 -0.479
H -10.00251 -24.85365 -4.94582 -0.448 -0.157 0.282
H -10.17070 -25.08196 -3.18082 -0.029 0.138 0.136
H -7.83650 -23.94761 -4.86683 -0.006 0.673 0.279
H -7.91590 -25.42611 -4.01393 -0.074 0.036 0.134
H -7.80829 -24.03355 -3.01317 0.056 0.511 -0.171
H -12.92819 -22.87416 -3.27401 -0.130 -0.013 0.067
H -12.87801 -22.72406 -1.50693 0.080 -0.215 0.214
H -12.35398 -24.27240 -2.34206 -0.077 -0.012 0.310
O -5.34066 -23.78894 -2.45703 -0.551 -0.209 0.195
S -4.36929 -24.19931 -3.40880 1.960 0.595 -0.876
O -4.30981 -25.48486 -4.02241 -0.731 -0.657 0.098
O -4.52116 -23.15208 -4.60892 -0.230 0.438 0.304
C -3.52497 -23.10609 -5.65490 -0.595 -0.436 -1.344
C -4.23512 -22.73178 -6.95260 -0.495 -0.161 0.287
C -2.74387 -23.80495 -2.82136 -0.959 0.802 0.972
H -3.14251 -24.11293 -5.84170 0.398 0.119 0.550
H -2.75881 -22.37258 -5.41189 0.140 -0.201 0.215
H -3.62555 -22.93782 -7.83031 0.301 0.331 0.121
H -4.59243 -21.70237 -6.93917 0.122 0.018 -0.161
H -5.10611 -23.38583 -7.07479 -0.004 0.058 0.144
H -2.00209 -23.90343 -3.60096 0.120 -0.216 0.043
H -2.55232 -24.35108 -1.89997 0.165 -0.509 -0.308
H -2.86836 -22.77590 -2.47052 0.343 0.097 -0.321
O -7.22812 -19.10641 0.08656 -0.077 0.601 0.652
S -7.48020 -19.60559 -1.21057 0.918 -1.600 -0.454
O -8.80860 -19.57671 -1.76266 -0.612 0.853 -0.435
O -6.53974 -18.88869 -2.26381 -0.023 0.327 0.278
C -5.08351 -18.77240 -1.87218 -1.243 -0.083 -0.253
C -4.32497 -19.41100 -3.00536 0.866 0.848 -0.181
C -6.93636 -21.28717 -1.33553 -0.986 -0.212 0.257
H -4.97467 -19.20498 -0.87949 0.218 -0.119 -0.122
H -5.00894 -17.69230 -1.76707 0.713 -0.072 0.013
H -3.24568 -19.43732 -2.83017 -0.118 -0.201 0.465
H -4.37232 -18.75879 -3.88238 -0.431 -0.317 -0.146
H -4.68124 -20.41165 -3.23459 -0.074 -0.007 0.016
H -6.86563 -21.58301 -2.37735 0.336 0.143 0.026
H -7.77917 -21.85460 -0.93170 0.115 -0.036 0.170
H -6.06051 -21.47928 -0.72571 0.201 0.140 -0.155
```
Forces are in eV/Å.

# 2
Molecular formula: C16H44Br2F3NO12SV
Method: DFT, the ωB97M-V functional and the def2-TZVPD basis

**Kohn-Sham gap (alpha / beta)**: 7.12 / 7.13 eV
**Multiplicity**: 4
**HOMO (alpha / beta)**: -7.60 / -7.70 eV
**Molecular weight**: 742.34 g mol⁻¹

The geometry in XYZ format:
```
80
Properties=species:S:1:pos:R:3:forces:R:3
V 19.46954 8.23085 -11.95533 2.027 1.612 2.042
N 17.44678 10.79978 -9.17492 -0.107 -0.051 0.009
H 16.57113 10.87451 -9.68540 0.029 0.077 0.018
H 17.42069 9.98930 -8.52597 0.079 0.271 0.077
H 17.65850 11.67851 -8.70738 -0.114 -0.085 0.107
H 18.25238 10.61218 -9.82916 0.799 -0.074 -0.482
C 18.94932 5.95965 -8.01950 -0.334 1.818 0.881
F 18.34695 5.58433 -6.88900 0.054 -0.495 -0.278
F 20.14540 6.44912 -7.69194 0.173 -0.410 -0.312
F 19.05663 4.96926 -8.87054 0.035 -0.339 -0.111
S 17.93250 7.34647 -8.72634 -1.011 -0.312 -0.423
O 16.60647 6.75442 -8.90997 0.217 -0.127 0.633
O 17.94590 8.43891 -7.78022 0.211 -0.226 0.266
O 18.52170 7.65199 -10.00369 0.459 0.080 -0.709
C 20.20228 10.81983 -11.52682 -2.427 2.720 -5.952
O 20.58269 10.11086 -12.58708 0.048 -2.834 1.109
O 19.70971 10.14919 -10.53613 -0.512 -1.476 1.510
O 19.92538 12.01487 -11.83238 0.865 -0.750 2.825
Br 16.23149 4.07200 -4.66896 -0.039 -0.044 0.189
C 14.79884 3.48567 -5.84118 -0.277 0.334 -0.454
C 15.26022 3.72559 -7.28174 0.371 0.209 0.874
Br 14.22903 2.64476 -8.52352 0.181 0.153 0.135
H 13.92845 4.09292 -5.60579 0.033 0.025 0.010
H 14.56427 2.45360 -5.60385 0.269 -0.085 -0.113
H 16.32665 3.51063 -7.32703 -0.142 -0.541 -0.460
H 15.17798 4.78207 -7.52954 -0.390 -0.078 -0.145
C 15.19410 9.05734 -5.45181 -0.726 -0.288 1.350
C 15.22383 7.54749 -5.67082 0.602 0.451 -0.987
O 14.61539 7.24890 -6.92885 -0.346 -0.292 0.072
H 14.19206 9.42669 -5.67827 0.183 0.116 -0.612
H 16.00051 9.57273 -5.96612 -0.174 0.058 -0.256
H 15.25510 9.30374 -4.38411 0.482 -0.147 -0.024
H 14.71196 6.96373 -4.90780 -0.091 0.217 0.091
H 16.26748 7.22108 -5.71832 -0.036 -0.143 0.322
H 15.28995 7.20118 -7.61730 0.046 0.011 0.082
C 23.39092 7.02650 -11.81164 0.303 0.057 -0.312
C 22.16062 6.52262 -11.11564 -0.461 -0.068 0.139
O 21.29985 7.62673 -10.78964 -0.197 -0.690 -0.360
H 24.09065 6.20954 -12.00004 0.045 0.078 0.027
H 23.87363 7.78747 -11.19557 0.110 -0.150 0.088
H 23.16056 7.52030 -12.75641 -0.142 -0.110 -0.017
H 22.41604 5.95736 -10.21234 0.012 0.255 0.124
H 21.55439 5.82645 -11.70166 0.127 0.162 -0.243
H 21.73131 8.14087 -10.07835 -0.473 0.174 0.041
C 22.34235 9.68226 -6.45071 0.875 -0.993 -0.549
C 21.13800 9.56761 -7.34788 -0.439 0.371 -0.020
O 21.55460 9.30764 -8.68388 -0.107 0.012 -0.030
H 23.15024 10.21488 -6.95745 -0.340 0.617 0.145
H 22.80430 8.69106 -6.36185 -0.278 -0.067 0.370
H 22.13042 10.07726 -5.46201 -0.032 0.086 -0.017
H 20.55407 10.49578 -7.31018 0.137 0.135 -0.176
H 20.44199 8.79580 -7.01546 0.149 -0.148 0.151
H 20.83585 9.59644 -9.28968 0.057 0.229 0.023
C 15.38261 4.12737 -12.81277 0.463 -0.103 0.159
C 15.59307 4.57711 -11.37007 -0.583 -0.272 -0.679
O 16.21547 5.85098 -11.35676 0.301 0.353 0.420
H 14.97047 4.89625 -13.46530 0.106 0.251 0.212
H 14.68696 3.28984 -12.86776 0.184 -0.151 0.138
H 16.36164 3.81787 -13.18841 -0.255 -0.087 -0.373
H 16.24323 3.85268 -10.86992 -0.305 -0.066 0.206
H 14.61190 4.59810 -10.88928 0.217 0.192 0.336
H 16.34574 6.12992 -10.41035 -0.293 -0.128 -0.715
C 19.89694 2.22447 -6.51889 -0.149 -0.038 0.184
C 20.33835 2.05885 -7.96469 -1.021 1.282 -0.117
O 20.23302 0.70660 -8.35570 0.707 -0.265 0.240
H 18.81396 2.22848 -6.38606 -0.005 -0.262 -0.131
H 20.24351 3.16414 -6.08423 0.122 0.056 -0.220
H 20.32346 1.42746 -5.90839 -0.036 -0.059 -0.045
H 21.29496 2.59211 -8.06319 0.440 -0.926 -0.217
H 19.67442 2.61542 -8.64102 -0.066 0.208 0.290
H 20.51366 0.62845 -9.27165 -0.009 -0.030 0.004
C 19.06922 3.61898 -11.99773 0.559 0.607 -0.013
C 19.05898 4.81827 -12.96499 -0.520 -0.854 1.181
O 18.76575 5.98997 -12.18701 0.505 1.010 -0.758
H 19.48617 2.73159 -12.47384 -0.099 -0.049 0.026
H 18.09659 3.39892 -11.55952 -0.079 -0.006 -0.305
H 19.70482 3.92285 -11.16377 0.162 -0.273 0.020
H 18.29239 4.63368 -13.71764 0.196 0.409 -0.318
H 20.04870 4.94024 -13.39339 -0.069 0.142 -0.240
H 17.82327 5.96599 -11.89262 -0.257 -0.246 0.045
```
Forces are in eV/Å.